[1]
18
Properties=species:S:1:pos:R:3:nbo_charge:R:1 method="wB97M-V/def2-TZVPD" e_lumo_ha=0.02157 de_lowest_kj_mol=337.3 energy_ha=-758.22290 smiles=N#[N+][S-].CC#CN(C)C homo_energy_ev=-7.924
N 2.920 -3.016 0.789 0.036
N 3.293 -2.568 -0.175 -0.138
S 3.849 -1.999 -1.485 0.104
C -0.062 -2.320 2.022 -0.665
C -0.046 -1.014 1.384 -0.066
C 0.109 -0.264 0.456 0.129
N 0.209 0.914 -0.202 -0.440
C 1.263 1.080 -1.191 -0.378
C -1.007 1.470 -0.639 -0.387
H 0.601 -2.307 2.909 0.226
H -0.946 -2.510 2.448 0.222
H 0.071 -3.105 1.327 0.226
H 1.143 0.263 -1.891 0.179
H 1.100 1.958 -1.633 0.190
H 2.204 1.053 -0.719 0.204
H -1.700 0.885 -1.314 0.165
H -1.647 1.731 0.176 0.204
H -0.745 2.281 -1.227 0.189

[2]
56
Properties=species:S:1:pos:R:3:nbo_charge:R:1 method="wB97M-V/def2-TZVPD" e_lumo_ha=-0.13726 de_lowest_kj_mol=24.4 energy_ha=-4400.68164 charge=+1 homo_energy_ev=-11.801
Al -0.324 0.860 -0.403 1.850
C 1.808 -0.943 5.721 -0.263
O 1.268 0.376 5.717 -0.446
C 0.812 0.905 4.600 0.433
C 0.376 2.249 4.702 -0.292
C -0.023 2.923 3.595 -0.077
C -0.042 2.306 2.313 -0.341
C -0.291 3.048 1.137 0.634
C -0.909 4.397 1.118 -0.700
O -0.012 2.568 -0.028 -0.829
C 0.279 0.908 2.256 0.537
O 0.126 0.215 1.133 -0.927
C 0.727 0.238 3.381 -0.416
H 2.026 -1.161 6.761 0.222
H 2.733 -0.979 5.143 0.193
H 1.095 -1.673 5.339 0.190
H 0.399 2.718 5.676 0.248
H -0.291 3.964 3.693 0.226
H -0.931 4.892 2.081 0.236
H -1.940 4.262 0.774 0.273
H -0.413 5.024 0.378 0.259
H 0.974 -0.810 3.282 0.241
F -5.681 -3.818 -0.718 -0.266
C -4.930 -2.743 -0.876 0.291
C -4.834 -1.812 0.149 0.271
F -5.482 -2.013 1.289 -0.273
C -4.050 -0.686 -0.023 0.332
F -3.943 0.186 0.979 -0.290
C -3.356 -0.461 -1.205 -0.319
Se -2.380 1.172 -1.454 -0.194
C -3.472 -1.404 -2.217 0.312
F -2.831 -1.218 -3.374 -0.298
C -4.238 -2.545 -2.060 0.308
F -4.313 -3.444 -3.033 -0.280
C 1.645 0.881 -2.636 -0.072
N 1.000 -0.014 -1.606 -0.660
C 2.116 -0.703 -0.853 -0.068
N 2.977 -1.438 -1.741 -0.446
C 3.555 -0.518 -2.726 -0.081
N 2.504 0.132 -3.514 -0.443
C 1.727 -0.906 -4.200 -0.082
N 1.124 -1.832 -3.237 -0.444
C 0.249 -1.090 -2.373 -0.087
C 2.191 -2.453 -2.449 -0.081
H 2.222 1.646 -2.113 0.217
H 0.854 1.370 -3.210 0.223
H 1.669 -1.374 -0.119 0.224
H 2.692 0.060 -0.327 0.215
H 4.208 -1.076 -3.395 0.219
H 4.146 0.239 -2.209 0.208
H 2.389 -1.464 -4.861 0.218
H 0.942 -0.441 -4.799 0.213
H -0.229 -1.754 -1.646 0.214
H -0.522 -0.604 -2.967 0.243
H 2.846 -3.012 -3.116 0.219
H 1.757 -3.147 -1.726 0.208

[3]
8
Properties=species:S:1:pos:R:3:nbo_charge:R:1 method="wB97M-V/def2-TZVPD" e_lumo_ha=0.02894 de_lowest_kj_mol=183.9 energy_ha=-2950.95389 homo_energy_ev=-10.157
C -0.923 0.299 -0.391 0.591
C 0.811 -0.294 0.325 0.078
F -1.381 -0.910 -0.927 -0.349
F -1.643 0.628 0.652 -0.305
F 1.502 -0.730 -0.766 -0.344
Br 1.645 1.119 1.303 0.018
H -0.699 1.012 -1.101 0.146
H 0.689 -1.124 0.905 0.166

[4]
72
Properties=species:S:1:pos:R:3:mulliken_charge:R:1 method="wB97M-V/def2-TZVPD" e_lumo_ha="0.08883 / 0.08142" multiplicity=2 de_lowest_kj_mol=0.0 energy_ha=-4327.37055 charge=-1 s2=0.784 homo_energy_ev="-4.561 / -5.045"
Co 0.520 0.224 -0.204 -0.188
N 4.562 -1.638 -0.296 -0.506
C 3.429 -0.910 -0.033 0.618
S 2.663 -0.108 -1.341 -0.537
N 3.029 -0.927 1.217 -1.613
N 1.875 -0.235 1.363 1.217
C 1.502 0.148 2.532 0.860
C 2.233 -0.170 3.780 -0.612
C 1.618 -0.949 4.757 0.009
C 2.300 -1.249 5.928 -0.804
C 3.587 -0.772 6.132 -0.410
C 4.200 0.001 5.156 -0.690
C 3.529 0.297 3.981 -0.256
C 0.300 0.995 2.554 0.495
C -0.260 1.496 3.721 -0.487
C -1.394 2.283 3.635 -0.592
C -1.938 2.557 2.394 -0.834
C -1.317 2.040 1.270 -0.041
N -0.217 1.294 1.345 -0.090
H 5.047 -1.416 -1.146 0.229
H 5.119 -1.874 0.510 0.246
H 0.616 -1.325 4.583 0.558
H 1.819 -1.861 6.680 0.426
H 4.115 -1.008 7.048 0.374
H 5.208 0.368 5.308 0.372
H 4.005 0.883 3.206 0.450
H 0.173 1.249 4.678 0.481
H -1.857 2.662 4.537 0.415
H -2.836 3.148 2.283 0.426
H -1.682 2.230 0.270 0.326
O -1.491 -1.561 3.919 -0.749
Cl -2.080 -1.607 2.601 1.757
O -2.794 -2.842 2.430 -0.743
O -2.975 -0.490 2.439 -0.699
O -1.034 -1.522 1.607 -0.600
C -3.245 3.352 -3.453 -1.052
Si -1.394 3.107 -3.706 -0.203
C -1.119 2.292 -5.384 -1.021
C -0.555 4.794 -3.701 -1.027
C -0.720 2.046 -2.396 -0.040
C -0.244 1.332 -1.525 0.248
H -3.682 3.961 -4.249 0.358
H -3.440 3.847 -2.500 0.321
H -3.761 2.391 -3.437 0.312
H -1.501 2.916 -6.195 0.342
H -1.626 1.326 -5.431 0.284
H -0.056 2.116 -5.558 0.312
H -0.944 5.431 -4.498 0.295
H 0.522 4.689 -3.839 0.313
H -0.718 5.299 -2.747 0.294
C -0.703 -2.375 -4.160 -1.388
C -0.081 -1.319 -3.249 0.378
P -0.309 -1.565 -1.439 1.248
C 0.375 -3.265 -1.211 -1.141
C 0.955 -3.547 0.170 -0.820
C -2.108 -1.887 -1.257 -1.132
C -2.973 -0.634 -1.205 -0.895
H -0.333 -2.268 -5.182 0.457
H -1.789 -2.281 -4.196 0.304
H -0.470 -3.390 -3.833 0.320
H -0.466 -0.327 -3.479 -0.469
H 1.000 -1.264 -3.398 0.408
H 1.138 -3.401 -1.983 0.457
H -0.425 -3.979 -1.432 0.487
H 1.730 -2.831 0.430 0.017
H 1.398 -4.545 0.194 0.473
H 0.187 -3.490 0.939 0.135
H -2.208 -2.445 -0.324 0.443
H -2.427 -2.553 -2.064 0.713
H -2.782 -0.085 -0.282 -0.094
H -4.032 -0.899 -1.219 0.450
H -2.769 0.038 -2.040 0.105

[5]
84
Properties=species:S:1:pos:R:3:mulliken_charge:R:1 method="wB97M-V/def2-TZVPD" e_lumo_ha=-0.42519 de_lowest_kj_mol=163.2 energy_ha=-2845.05075 charge=+3 homo_energy_ev=-16.403
Pt -0.316 1.115 0.122 1.596
C -5.163 3.891 2.166 -0.854
C -3.917 4.286 2.934 -0.488
N -2.864 3.249 2.936 -0.128
C -2.274 2.761 1.861 0.340
S -0.972 1.585 2.213 -0.188
N -2.604 3.075 0.642 -0.947
N -1.787 2.511 -0.283 0.339
C -1.952 2.873 -1.527 1.111
C -3.044 3.777 -1.968 -1.610
C -0.908 2.447 -2.454 0.470
C -0.889 2.826 -3.783 -0.747
C 0.228 2.530 -4.557 -0.821
C 1.298 1.890 -3.962 -1.142
C 1.199 1.514 -2.632 -0.001
N 0.122 1.766 -1.893 0.265
H -5.913 4.668 2.305 0.381
H -5.575 2.954 2.540 0.302
H -4.977 3.793 1.099 0.126
H -4.161 4.438 3.983 0.393
H -3.479 5.213 2.558 0.294
H -2.491 2.978 3.833 0.245
H -3.764 3.940 -1.175 0.159
H -3.547 3.342 -2.834 0.460
H -2.627 4.740 -2.274 0.429
H -1.721 3.372 -4.203 0.496
H 0.265 2.823 -5.598 0.491
H 2.205 1.674 -4.509 0.538
H 2.030 1.017 -2.144 0.534
I 1.937 2.023 0.948 0.285
C 3.578 0.765 0.586 1.073
C 4.694 1.394 1.080 -1.016
C 5.959 0.811 0.927 -1.096
C 6.045 -0.396 0.302 -0.836
C 4.895 -1.069 -0.174 0.950
C 5.079 -2.343 -0.759 -0.961
C 4.016 -3.080 -1.185 -1.383
C 2.728 -2.558 -1.026 -1.379
C 2.477 -1.290 -0.517 1.416
P 0.684 -1.014 -0.567 1.417
C 0.097 -1.102 -2.290 0.808
C -1.256 -0.857 -2.542 -0.511
C -1.772 -1.019 -3.816 -0.873
C -0.941 -1.423 -4.856 -0.886
C 0.405 -1.655 -4.616 -0.805
C 0.927 -1.488 -3.340 -0.826
C 0.000 -2.499 0.177 1.273
C -0.995 -3.254 -0.462 -0.716
C -1.420 -4.448 0.095 -0.734
C -0.876 -4.892 1.294 -0.784
C 0.132 -4.163 1.918 -0.774
C 0.569 -2.977 1.365 -0.699
C 3.585 -0.499 -0.056 -0.115
H 4.626 2.349 1.590 0.480
H 6.834 1.318 1.308 0.441
H 7.005 -0.878 0.172 0.476
H 6.086 -2.732 -0.833 0.469
H 4.147 -4.058 -1.624 0.511
H 1.902 -3.188 -1.330 0.705
H -1.927 -0.566 -1.738 0.648
H -2.825 -0.850 -3.996 0.554
H -1.347 -1.562 -5.849 0.478
H 1.053 -1.975 -5.420 0.508
H 1.981 -1.666 -3.182 0.473
H -1.422 -2.947 -1.402 0.334
H -2.165 -5.040 -0.417 0.494
H -1.226 -5.815 1.735 0.445
H 0.585 -4.533 2.828 0.525
H 1.377 -2.441 1.838 0.388
C -2.592 -1.530 2.118 -0.381
C -1.677 -1.338 3.306 -0.863
O -0.350 -0.929 2.943 0.066
C 0.378 -0.645 4.143 -0.512
C 1.874 -0.581 3.853 -0.671
H -3.625 -1.558 2.463 0.490
H -2.388 -2.461 1.595 0.073
H -2.516 -0.713 1.398 -0.189
H -1.603 -2.284 3.855 0.418
H -2.090 -0.595 4.003 0.483
H 0.144 -1.416 4.882 0.540
H 0.022 0.305 4.562 0.331
H 2.423 -1.367 4.368 0.307
H 2.304 0.371 4.164 0.246
H 2.064 -0.694 2.783 -0.137

[6]
13
Properties=species:S:1:pos:R:3:nbo_charge:R:1 method="wB97M-V/def2-TZVPD" e_lumo_ha=0.03556 de_lowest_kj_mol=25.2 energy_ha=-534.52008 smiles=CCN.S homo_energy_ev=-8.811
C 0.805 0.598 1.082 -0.619
C -0.340 1.048 0.199 -0.220
N -1.146 -0.113 -0.200 -0.824
H 1.355 1.461 1.457 0.216
H 0.448 0.036 1.951 0.196
H 1.502 -0.056 0.563 0.222
H -0.909 1.833 0.701 0.173
H 0.106 1.488 -0.695 0.193
H -1.965 0.165 -0.731 0.376
H -1.436 -0.606 0.635 0.364
S 0.636 -1.738 -2.224 -0.426
H 1.010 -2.898 -1.657 0.133
H -0.067 -1.219 -1.082 0.214

[7]
19
Properties=species:S:1:pos:R:3:nbo_charge:R:1 method="wB97M-V/def2-TZVPD" e_lumo_ha=0.01899 de_lowest_kj_mol=231.4 energy_ha=-381.42680 homo_energy_ev=-8.737
C -0.975 1.096 -1.570 -0.627
C -0.380 -0.318 -1.385 -0.229
N 0.627 -0.380 -0.311 -0.530
C 0.390 -1.037 0.739 0.281
N -0.865 -1.310 1.293 -0.852
H -2.045 1.038 -1.374 0.206
H -0.601 1.770 -0.803 0.218
H -0.711 1.473 -2.554 0.218
H -1.180 -0.993 -1.051 0.152
H -0.036 -0.804 -2.294 0.207
H 1.062 -1.867 0.989 0.176
H -1.670 -0.889 0.861 0.390
H -0.742 -1.378 2.289 0.394
O 3.559 -0.878 -2.156 -0.937
H 4.016 -1.694 -2.022 0.455
H 2.828 -1.023 -1.535 0.479
O -1.432 2.583 3.527 -0.934
H -1.180 2.219 4.383 0.466
H -0.665 2.392 2.976 0.468

[8]
92
Properties=species:S:1:pos:R:3:mulliken_charge:R:1 method="wB97M-V/def2-TZVPD" e_lumo_ha=-0.12325 de_lowest_kj_mol=65.5 energy_ha=-2834.95803 charge=+1 homo_energy_ev=-12.335
Sn 0.984 -0.266 -1.403 1.706
C -1.511 2.298 -3.308 -1.274
C -0.231 2.901 -2.698 1.545
C -0.091 4.374 -3.066 -1.917
C -0.287 2.692 -1.218 -0.508
C -0.770 3.503 -0.199 -0.149
C -0.751 2.738 0.965 -0.444
C -1.209 3.145 2.331 1.128
C -2.743 3.187 2.369 -1.437
C -0.615 4.503 2.718 -1.792
N -0.266 1.527 0.654 1.002
N -0.002 1.497 -0.679 -0.260
B -0.235 0.201 1.435 0.872
N -1.123 -0.811 0.671 0.569
N -0.821 -1.214 -0.601 0.512
C -1.711 -2.138 -0.991 -0.981
C -2.608 -2.330 0.055 -0.588
C -2.217 -1.477 1.079 -0.040
C -2.895 -1.307 2.405 1.033
C -2.832 -2.622 3.193 -1.617
C -4.349 -0.865 2.201 -1.621
C -1.675 -2.778 -2.345 1.314
C -2.320 -1.849 -3.384 -0.991
C -2.377 -4.134 -2.321 -1.890
N 1.216 -0.356 1.504 0.831
N 1.695 -1.107 0.462 -0.075
C 2.766 -1.803 0.874 -0.720
C 2.976 -1.491 2.212 -0.264
C 1.988 -0.584 2.581 -0.526
C 1.913 0.109 3.913 0.062
C 0.715 -0.277 4.790 -1.466
C 2.020 1.629 3.717 -1.231
C 3.445 -2.836 0.024 1.025
C 4.707 -3.358 0.708 -1.804
C 3.758 -2.300 -1.373 -1.105
H -1.460 2.320 -4.396 0.391
H -2.380 2.869 -2.981 0.394
H -1.640 1.260 -2.994 0.109
H 0.635 2.359 -3.090 -0.383
H -0.978 4.931 -2.760 0.366
H 0.014 4.477 -4.145 0.458
H 0.786 4.815 -2.593 0.431
H -1.096 4.525 -0.290 0.496
H -0.870 2.400 3.051 -0.199
H -3.122 3.909 1.644 0.351
H -3.084 3.488 3.359 0.463
H -3.168 2.208 2.139 0.200
H -1.043 5.302 2.113 0.369
H 0.468 4.515 2.589 0.373
H -0.841 4.713 3.764 0.472
H -0.650 0.348 2.527 -0.852
H -3.442 -3.010 0.068 0.527
H -2.379 -0.534 2.974 -0.238
H -3.350 -3.415 2.653 0.337
H -3.316 -2.498 4.162 0.455
H -1.799 -2.930 3.358 0.362
H -4.924 -1.641 1.694 0.387
H -4.407 0.050 1.609 0.340
H -4.813 -0.677 3.169 0.432
H -0.625 -2.917 -2.621 -0.081
H -3.340 -1.595 -3.092 0.333
H -2.347 -2.345 -4.354 0.393
H -1.745 -0.932 -3.496 -0.040
H -3.448 -4.003 -2.155 0.318
H -1.979 -4.771 -1.531 0.436
H -2.246 -4.643 -3.275 0.471
H 3.746 -1.879 2.855 0.578
H 2.808 -0.227 4.437 0.578
H -0.200 0.226 4.480 0.113
H 0.922 0.014 5.820 0.497
H 0.544 -1.354 4.772 0.364
H 1.276 1.985 3.005 0.137
H 3.006 1.898 3.338 0.415
H 1.866 2.140 4.668 0.379
H 2.729 -3.660 -0.078 0.194
H 5.411 -2.541 0.878 0.395
H 5.195 -4.097 0.075 0.420
H 4.477 -3.830 1.663 0.433
H 4.362 -1.396 -1.313 0.422
H 2.844 -2.080 -1.934 0.090
H 4.308 -3.043 -1.948 0.459
O 4.031 -0.393 -3.392 -0.456
P 3.295 0.997 -3.215 0.708
O 4.053 2.217 -3.410 -0.747
O 2.620 0.847 -1.813 -0.160
O 2.033 0.897 -4.242 -0.387
P 1.346 -0.512 -4.602 0.813
O -0.009 -0.027 -5.261 -0.432
O 2.163 -1.413 -5.403 -0.704
O 0.876 -1.087 -3.218 -0.556
H 4.301 -0.583 -4.308 0.344
H 0.039 -0.079 -6.232 0.336

Please write out number 4 again, unchanged.
72
Properties=species:S:1:pos:R:3:mulliken_charge:R:1 method="wB97M-V/def2-TZVPD" e_lumo_ha="0.08883 / 0.08142" multiplicity=2 de_lowest_kj_mol=0.0 energy_ha=-4327.37055 charge=-1 s2=0.784 homo_energy_ev="-4.561 / -5.045"
Co 0.520 0.224 -0.204 -0.188
N 4.562 -1.638 -0.296 -0.506
C 3.429 -0.910 -0.033 0.618
S 2.663 -0.108 -1.341 -0.537
N 3.029 -0.927 1.217 -1.613
N 1.875 -0.235 1.363 1.217
C 1.502 0.148 2.532 0.860
C 2.233 -0.170 3.780 -0.612
C 1.618 -0.949 4.757 0.009
C 2.300 -1.249 5.928 -0.804
C 3.587 -0.772 6.132 -0.410
C 4.200 0.001 5.156 -0.690
C 3.529 0.297 3.981 -0.256
C 0.300 0.995 2.554 0.495
C -0.260 1.496 3.721 -0.487
C -1.394 2.283 3.635 -0.592
C -1.938 2.557 2.394 -0.834
C -1.317 2.040 1.270 -0.041
N -0.217 1.294 1.345 -0.090
H 5.047 -1.416 -1.146 0.229
H 5.119 -1.874 0.510 0.246
H 0.616 -1.325 4.583 0.558
H 1.819 -1.861 6.680 0.426
H 4.115 -1.008 7.048 0.374
H 5.208 0.368 5.308 0.372
H 4.005 0.883 3.206 0.450
H 0.173 1.249 4.678 0.481
H -1.857 2.662 4.537 0.415
H -2.836 3.148 2.283 0.426
H -1.682 2.230 0.270 0.326
O -1.491 -1.561 3.919 -0.749
Cl -2.080 -1.607 2.601 1.757
O -2.794 -2.842 2.430 -0.743
O -2.975 -0.490 2.439 -0.699
O -1.034 -1.522 1.607 -0.600
C -3.245 3.352 -3.453 -1.052
Si -1.394 3.107 -3.706 -0.203
C -1.119 2.292 -5.384 -1.021
C -0.555 4.794 -3.701 -1.027
C -0.720 2.046 -2.396 -0.040
C -0.244 1.332 -1.525 0.248
H -3.682 3.961 -4.249 0.358
H -3.440 3.847 -2.500 0.321
H -3.761 2.391 -3.437 0.312
H -1.501 2.916 -6.195 0.342
H -1.626 1.326 -5.431 0.284
H -0.056 2.116 -5.558 0.312
H -0.944 5.431 -4.498 0.295
H 0.522 4.689 -3.839 0.313
H -0.718 5.299 -2.747 0.294
C -0.703 -2.375 -4.160 -1.388
C -0.081 -1.319 -3.249 0.378
P -0.309 -1.565 -1.439 1.248
C 0.375 -3.265 -1.211 -1.141
C 0.955 -3.547 0.170 -0.820
C -2.108 -1.887 -1.257 -1.132
C -2.973 -0.634 -1.205 -0.895
H -0.333 -2.268 -5.182 0.457
H -1.789 -2.281 -4.196 0.304
H -0.470 -3.390 -3.833 0.320
H -0.466 -0.327 -3.479 -0.469
H 1.000 -1.264 -3.398 0.408
H 1.138 -3.401 -1.983 0.457
H -0.425 -3.979 -1.432 0.487
H 1.730 -2.831 0.430 0.017
H 1.398 -4.545 0.194 0.473
H 0.187 -3.490 0.939 0.135
H -2.208 -2.445 -0.324 0.443
H -2.427 -2.553 -2.064 0.713
H -2.782 -0.085 -0.282 -0.094
H -4.032 -0.899 -1.219 0.450
H -2.769 0.038 -2.040 0.105